Here is a 2-piece molecular cluster, C23H53ClF3N4O5P2S2 overall from the OMol25 dataset. Energies are from the ωB97M-V functional and the def2-TZVPD basis.

Properties
Energy: -101823.4963 eV
Charge: +1
Molecular weight: 684.23 g/mol

Geometry as XYZ:
```
93
C23H53ClF3N4O5P2S2, DFT the ωB97M-V functional and the def2-TZVPD basis
C 1.11598 5.44849 0.29478
C -0.30521 5.00659 0.66107
C -0.66228 3.60201 0.16612
C 0.40926 2.54860 0.50934
C -0.14677 1.16628 0.83566
C -0.92923 0.45976 -0.30375
C -0.25930 0.63612 -1.67109
C -0.41688 -0.59567 -2.58152
C -1.21807 -0.40956 -3.84672
F -2.20963 0.44446 -3.71728
F -0.46788 -0.00585 -4.84960
F -1.76089 -1.57839 -4.21985
O -2.25994 1.01258 -0.40522
C -3.36535 0.17628 -0.18147
N -3.28432 -1.05768 -0.92147
P -3.61920 -0.17864 1.65079
S -4.08494 -2.01440 2.13044
P -4.85514 1.18186 -0.82948
C -6.35146 0.38012 -0.09797
C -7.07695 -0.44431 -1.18176
C -4.67322 2.89178 -0.13922
C -5.50597 3.30770 1.09660
N 0.90703 0.30318 1.39834
C 0.40401 -0.76510 2.28338
C 1.22536 -2.05474 2.21043
C 0.74640 -3.12710 3.19580
C -0.65451 -3.68843 2.94300
S -0.71369 -4.56995 1.40337
O 0.40150 -5.47075 1.29103
O -0.89102 -3.66591 0.28752
Cl -2.39132 -5.66890 1.55824
O 1.68424 -0.27950 0.35383
C 2.93952 0.37529 0.20774
C 3.97842 -0.62425 -0.30552
N 5.30511 -0.09685 -0.05368
C 6.30272 -0.35826 -1.09340
C 7.73186 -0.15278 -0.56171
C 8.58177 -1.40625 -0.75053
O 8.32430 0.96184 -1.22796
H 1.24480 6.50831 0.51790
H 1.27062 5.31127 -0.77922
H 1.86870 4.88365 0.84688
H -0.99121 5.70948 0.17523
H -0.49106 5.10073 1.73525
H -0.82416 3.62529 -0.91603
H -1.59545 3.28793 0.64260
H 1.16126 2.51243 -0.28166
H 0.94415 2.88058 1.40529
H -0.87556 1.30952 1.63911
H -0.95401 -0.60282 -0.03788
H 0.80176 0.83075 -1.55477
H -0.69987 1.52413 -2.13025
H 0.58547 -0.88899 -2.91967
H -0.85729 -1.41576 -2.00479
H -3.10385 -0.82278 -1.89274
H -4.15101 -1.58333 -0.87473
H -4.64462 0.69750 2.02858
H -2.50991 0.34615 2.33574
H -7.02246 1.17101 0.24047
H -6.13278 -0.27677 0.74930
H -6.37235 -1.01010 -1.79490
H -7.60021 0.23112 -1.86166
H -7.80397 -1.12232 -0.73269
H -4.86454 3.54929 -0.98756
H -3.61106 3.00112 0.08957
H -6.11313 2.50110 1.50404
H -4.83456 3.62341 1.90001
H -6.12934 4.17145 0.86842
H 0.50104 -0.39555 3.30918
H -0.64841 -1.00251 2.07616
H 2.27217 -1.83670 2.42963
H 1.16421 -2.47444 1.20572
H 0.79316 -2.78592 4.23333
H 1.44350 -3.96694 3.12143
H -0.93791 -4.40479 3.71711
H -1.45562 -2.94476 2.88998
H 3.26321 0.76849 1.17420
H 2.88405 1.22049 -0.48852
H 3.78572 -1.59419 0.17999
H 3.85220 -0.74846 -1.38638
H 5.64810 -0.37024 0.85734
H 6.19244 -1.36772 -1.51839
H 6.16123 0.37887 -1.88732
H 7.69408 0.09709 0.50538
H 8.13983 -2.23968 -0.19970
H 9.60504 -1.23704 -0.41306
H 8.57284 -1.67929 -1.81080
H 9.14403 0.68104 -1.65125
N 0.86072 -4.17011 -1.96190
H 1.84307 -4.39595 -2.11980
H 0.62268 -4.30735 -0.97279
H 0.68039 -3.19109 -2.20480
H 0.26958 -4.77623 -2.53287
```


Here is C23H53CrNO4P3 as an isolated structure from the OMol25 dataset. Energies are from the ωB97M-V functional and the def2-TZVPD basis.

Properties
Energy: -90671.3200 eV
Charge: +1
Spin multiplicity: 5
Molecular weight: 552.60 g/mol
⟨S²⟩: 6.0373

Geometry as XYZ:
```
85
C23H53CrNO4P3, DFT the ωB97M-V functional and the def2-TZVPD basis
Cr -0.49676 -0.11136 -1.50442
P -0.29184 -2.39721 -1.57800
P -0.28407 2.17647 -1.39453
N 1.41057 -0.08999 -2.26470
C 1.37467 -2.53914 -2.33827
H 1.90875 -3.44472 -2.01530
H 1.22606 -2.61330 -3.44512
C 2.22669 -1.30095 -2.07691
H 2.81831 -1.35881 -1.18415
H 2.99884 -1.16859 -2.90862
C 2.22024 1.12689 -2.06659
H 2.92333 1.04993 -2.94829
H 2.85172 1.12038 -1.21236
C 1.34767 2.37692 -2.20072
H 1.16843 2.53995 -3.29933
H 1.90384 3.25936 -1.83366
C -0.00492 3.01765 0.23883
C -1.21810 2.80391 1.18220
H -0.93671 3.14302 2.17639
H -1.49638 1.75160 1.25506
H -2.07815 3.38662 0.86788
C -1.48953 3.13177 -2.38793
C -2.84867 3.27541 -1.66692
H -3.57016 3.58531 -2.42633
H -2.81257 4.06404 -0.90990
H -3.19998 2.33582 -1.22521
C -1.47123 -3.16705 -2.74459
C -2.85951 -3.37695 -2.11006
H -3.54805 -3.56671 -2.93877
H -3.22186 -2.50003 -1.55766
H -2.86989 -4.26540 -1.46701
C -0.13043 -3.43332 -0.04625
C -1.39313 -3.36035 0.84485
H -1.15149 -3.80229 1.81707
H -2.20704 -3.95351 0.42120
H -1.73841 -2.33462 1.01672
C -2.13273 -0.13959 -0.70146
C -0.95713 4.47626 -2.88910
H -0.85746 5.20632 -2.07495
H -0.00108 4.38003 -3.42040
H -1.69827 4.86675 -3.59601
C -0.94316 -4.43831 -3.40887
H -1.68156 -4.72129 -4.16776
H 0.02039 -4.28515 -3.91324
H -0.86224 -5.27031 -2.69570
C 0.27028 -4.88868 -0.30581
H 0.57050 -5.33807 0.65512
H -0.57684 -5.48459 -0.68445
H 1.11984 -4.98495 -0.99352
C 0.35890 4.48508 0.17419
H -0.51398 5.12467 -0.06940
H 0.70774 4.80481 1.17590
H 1.17315 4.70624 -0.53424
H 0.83708 2.43564 0.66473
H 0.68858 -2.92625 0.51814
H -1.61734 2.44627 -3.24865
H -1.54237 -2.36356 -3.49647
O -3.12043 -0.17220 -0.02974
H 0.57109 -0.10329 -2.91860
H -1.37631 -0.08098 -2.51284
C -2.00865 -1.11837 4.16363
C -1.59502 0.09546 3.35514
O -0.67111 -0.29362 2.25855
P 0.84112 -0.95855 2.22973
O 1.28645 -1.02182 3.79484
C 1.28819 -0.00159 4.87882
C 1.64302 1.39185 4.47281
O 1.78787 0.28372 1.62296
C 3.26773 0.13329 1.72100
C 3.84659 1.52148 1.56022
H -2.37866 -1.92857 3.54311
H -1.18046 -1.45849 4.77288
H -2.81694 -0.83464 4.85178
H -2.45152 0.53507 2.83516
H -1.10197 0.85787 3.99589
H 0.32645 -0.02947 5.38739
H 2.04666 -0.38936 5.57583
H 0.90155 1.80358 3.77102
H 1.59402 2.02954 5.37384
H 2.64880 1.49091 4.06080
H 3.55495 -0.29670 2.70093
H 3.61490 -0.53686 0.90364
H 3.25929 2.28308 2.09816
H 4.86766 1.53039 1.96363
H 3.93219 1.81611 0.51284
```


Here is a 3-piece molecular cluster, C23H54Cl2N7O7P3S overall from the OMol25 dataset. Energies are from the ωB97M-V functional and the def2-TZVPD basis.

Properties
Energy: -113232.2888 eV
Molecular weight: 736.62 g/mol
SMILES: CCP(CC)[C@H]1C[C@H](/C(Cl)=C(\C)Cl)S(=O)(=O)O[C@@H]1ON=O.CN(C)P(=O)(N(C)C)N(C)C.CN(C)P(=O)(N(C)C)N(C)C

Geometry as XYZ:
```
97
C23H54Cl2N7O7P3S, DFT the ωB97M-V functional and the def2-TZVPD basis
C -1.77420 3.43349 1.48193
C -3.15937 4.09448 1.35815
P -3.33638 5.40008 0.08361
C -2.05876 6.69751 0.23004
C -2.28682 7.70580 -0.93440
C -3.27971 4.65172 -1.61616
C -1.86559 4.58141 -2.27104
C -1.43336 3.11634 -2.51874
C -0.05345 2.99887 -3.09456
Cl 0.41842 4.18159 -4.26104
C 0.77495 2.02743 -2.72313
C 0.46272 0.92472 -1.75736
Cl 2.35784 1.93647 -3.40708
S -2.64645 2.40998 -3.64647
O -2.48732 0.99301 -3.75208
O -2.52600 3.10882 -4.88695
O -4.05762 2.77908 -2.99270
C -4.00105 3.31523 -1.66235
O -5.33443 3.53728 -1.30147
N -5.80394 2.46059 -0.42462
O -6.67908 1.88811 -0.90294
H -1.65059 2.60080 0.78620
H -0.94318 4.13542 1.42048
H -1.70587 2.96958 2.47083
H -3.47018 4.52492 2.30911
H -3.88106 3.31789 1.10054
H -1.03112 6.33586 0.11663
H -2.15544 7.24385 1.16429
H -2.31512 8.73449 -0.58507
H -3.26831 7.52086 -1.38379
H -1.56669 7.56396 -1.73808
H -3.86777 5.31373 -2.25471
H -1.86929 5.07930 -3.23744
H -1.11546 5.02352 -1.61746
H -1.48816 2.62598 -1.54807
H 0.07413 0.07609 -2.32423
H -0.30759 1.19928 -1.03813
H 1.34287 0.63263 -1.18971
H -3.57924 2.57863 -0.96848
O -1.15303 -0.17242 2.45572
P -1.65552 -1.41329 3.10060
N -3.08560 -0.86749 3.86653
C -3.73048 -1.46608 5.01851
C -4.03477 -0.17603 2.99943
N -0.41838 -1.69293 4.24908
C -0.66300 -1.99495 5.64414
C 0.80125 -0.90640 4.10171
N -2.05691 -3.08406 3.03477
C -0.93638 -3.96059 2.61402
C -3.17386 -3.36737 2.10070
H -4.19376 -2.44291 4.81835
H -4.52061 -0.80114 5.37146
H -3.05303 -1.57749 5.85752
H -4.63084 -0.85973 2.37956
H -3.51082 0.50686 2.33057
H -4.72494 0.42560 3.59297
H -0.98333 -1.11077 6.21067
H 0.25213 -2.37258 6.10799
H -1.40030 -2.78938 5.75763
H 0.69262 0.11049 4.49816
H 1.09824 -0.83499 3.05951
H 1.61688 -1.39958 4.63632
H -0.54689 -3.69255 1.62750
H -1.28551 -4.99288 2.57971
H -0.12047 -3.92226 3.32812
H -2.97969 -2.99662 1.09017
H -4.10284 -2.92487 2.45733
H -3.34339 -4.44134 2.04555
O 2.93944 -2.44012 -0.94521
P 4.02123 -3.13499 -1.69401
N 5.35066 -2.98830 -0.62933
C 6.75237 -3.02558 -0.99538
C 5.11960 -3.46052 0.73193
N 4.18378 -2.10008 -3.04410
C 5.45288 -1.60872 -3.53968
C 3.13884 -1.09641 -3.22641
N 4.60274 -4.48742 -2.58843
C 3.79817 -4.81029 -3.79161
C 4.65001 -5.73001 -1.78085
H 7.10612 -4.01302 -1.32550
H 7.35520 -2.73954 -0.13184
H 6.99470 -2.30298 -1.76717
H 5.17128 -4.55436 0.82328
H 4.13838 -3.14358 1.08308
H 5.85594 -3.03210 1.41339
H 5.87663 -0.82797 -2.89427
H 5.32102 -1.17972 -4.53661
H 6.17533 -2.41610 -3.65948
H 3.28036 -0.24557 -2.56355
H 2.15838 -1.52514 -3.03411
H 3.13473 -0.74023 -4.25869
H 2.75268 -5.02216 -3.54791
H 4.22388 -5.68700 -4.28045
H 3.82597 -3.99827 -4.51046
H 3.68293 -5.97569 -1.33223
H 5.38838 -5.65040 -0.98448
H 4.95930 -6.56479 -2.40777
```


Here is C23H55AsN2RuSi5 as an isolated structure from the OMol25 dataset. Energies are from the ωB97M-V functional and the def2-TZVPD basis.

Properties
Energy: -130520.5151 eV
Relative energy (zero: lowest compared OMol25 entry of this formula, charge and spin): 200.6 kJ/mol
Charge: +2
Molecular weight: 676.13 g/mol

Geometry as XYZ:
```
87
C23H55AsN2RuSi5, DFT the ωB97M-V functional and the def2-TZVPD basis
Ru -0.10306 -0.44504 -0.74115
C 1.19525 -3.97877 -0.75139
Si 1.20300 -2.31845 0.15476
C 0.34355 -2.52407 1.84310
C 2.94863 -1.61931 0.32712
C 3.96234 -2.47629 0.75223
C 5.23736 -1.98422 0.98755
C 5.50883 -0.63933 0.78208
C 4.50934 0.21406 0.33738
C 3.21744 -0.25776 0.11421
Si 1.83184 0.96067 -0.33436
C 2.48364 2.37392 -1.41735
C 1.24604 1.79272 1.29279
H 1.73905 -4.69192 -0.12628
H 1.69444 -3.93810 -1.71840
H 0.18975 -4.37479 -0.89457
H 0.88665 -3.31256 2.37059
H -0.69807 -2.83723 1.75782
H 0.39411 -1.62470 2.45874
H 3.76121 -3.53005 0.90967
H 6.01585 -2.64974 1.33498
H 6.50276 -0.25459 0.96647
H 4.73939 1.26145 0.18539
H 3.55703 2.47232 -1.24932
H 2.01590 3.31682 -1.13518
H 2.34079 2.22903 -2.48501
H 2.01255 2.51139 1.59168
H 1.14336 1.07727 2.11136
H 0.31241 2.34616 1.16790
C -0.78404 -0.34605 -6.18893
Si 0.09754 -0.32269 -4.53058
C 0.52274 -2.03386 -3.83164
C 1.68327 0.69036 -4.60019
As -1.20436 0.55943 -2.65105
Si -2.07163 2.79326 -3.15564
C -0.78920 3.88183 -2.30354
C -2.04698 2.96680 -5.02643
C -3.79829 2.91327 -2.42368
Si -3.02796 -1.09832 -2.52415
C -4.50953 -0.43983 -1.57451
C -3.51715 -1.68051 -4.24465
C -2.23898 -2.50377 -1.50976
H -0.15467 -0.87380 -6.90916
H -0.93660 0.66173 -6.57482
H -1.74968 -0.84787 -6.16511
H 1.44634 -2.42017 -4.26546
H -0.25676 -2.77252 -4.02126
H 0.67481 -1.95197 -2.74363
H 2.25364 0.44248 -5.49714
H 2.31528 0.47305 -3.73841
H 1.48460 1.76307 -4.62712
H 0.13580 3.89815 -2.88226
H -0.55306 3.49571 -1.31000
H -1.13052 4.91222 -2.19682
H -1.03638 2.87298 -5.42555
H -2.42554 3.95122 -5.30847
H -2.67728 2.21809 -5.50866
H -3.85499 2.44325 -1.44219
H -4.53210 2.43138 -3.07085
H -4.08533 3.96160 -2.32317
H -5.16459 0.14621 -2.22024
H -4.19964 0.18233 -0.73880
H -5.09906 -1.27517 -1.18954
H -3.75765 -0.83641 -4.89265
H -4.41432 -2.29808 -4.16484
H -2.74579 -2.28075 -4.72675
H -1.76196 -2.11501 -0.59605
H -1.49366 -3.05019 -2.08742
H -2.98730 -3.22717 -1.17959
C -4.56900 2.31885 1.54199
C -3.36050 1.53416 2.04493
C -3.83179 0.23599 2.70184
C -2.56613 2.38595 3.03874
N -2.53428 1.21165 0.84391
N -1.53333 0.22395 1.07195
H -5.16523 2.65051 2.39052
H -5.19895 1.69863 0.90476
H -4.25906 3.20196 0.97989
H -4.63464 0.45628 3.40228
H -3.03541 -0.25622 3.26355
H -4.23107 -0.45146 1.95150
H -3.16573 2.58590 3.92599
H -2.29796 3.34700 2.59481
H -1.65189 1.88578 3.36949
H -2.06332 2.05914 0.54178
H -2.01805 -0.63109 1.32942
H -0.94895 0.47770 1.87239
```


Here is C23H55N3O2OsP4 as an isolated structure from the OMol25 dataset. Energies are from the ωB97M-V functional and the def2-TZVPD basis.

Properties
Energy: -72888.1671 eV
Relative energy (zero: lowest compared OMol25 entry of this formula, charge and spin): 453.6 kJ/mol
Charge: +4
Spin multiplicity: 5
Molecular weight: 719.84 g/mol
⟨S²⟩: 6.0272

Geometry as XYZ:
```
88
C23H55N3O2OsP4, DFT the ωB97M-V functional and the def2-TZVPD basis
Os 0.95005 -1.13885 -0.69433
P -1.08414 -1.60841 -1.93642
P 2.31705 -2.74799 -0.70082
P -1.66387 2.06540 -0.64636
H 3.26518 -0.49996 -1.89663
C 2.30690 0.02215 -1.65129
C 2.16031 0.39317 -0.24190
H 2.97565 0.13426 0.46442
C -1.05658 -1.17891 -3.72252
C -1.18494 -3.44556 -1.89695
C -2.84115 -1.26184 -1.47994
C 3.92487 -2.47871 -0.01308
C 1.39810 -3.91398 0.27572
C 2.41341 -3.03876 -2.45799
C -1.46421 3.71572 0.03929
C -2.85497 1.26867 0.44854
C -2.24519 2.18182 -2.35183
H 1.99062 0.80905 -2.35434
H 1.86275 1.45001 -0.11229
H -1.41618 -2.03242 -4.32124
H -0.02357 -0.94555 -4.00655
H -1.68908 -0.30509 -3.92189
H -2.16687 -3.76314 -2.25388
H -1.07137 -3.76766 -0.85487
H -0.40437 -3.88467 -2.51876
H -3.16229 -0.26840 -1.81805
H -2.95439 -1.33278 -0.39272
H -3.52199 -2.00776 -1.92975
H 4.18293 -3.49276 0.29528
H 3.91478 -1.77843 0.83950
H 4.54041 -2.12566 -0.83854
H 0.81266 -4.54666 -0.39887
H 0.75065 -3.42580 1.03949
H 2.19018 -4.46736 0.78423
H 3.46787 -3.31034 -2.56414
H 2.19254 -2.13238 -3.05809
H 1.74382 -3.85512 -2.71371
H -2.33559 3.98398 0.63237
H -1.28892 4.38317 -0.80935
H -0.54424 3.69088 0.65367
H -3.01419 1.91102 1.32866
H -2.47881 0.30338 0.79601
H -3.82251 1.13295 -0.03014
H -2.49681 3.23198 -2.53152
H -3.12361 1.56378 -2.55560
H -1.43458 1.88544 -3.02871
C 1.32458 4.02860 -2.37259
C 0.96203 4.01599 -3.77720
C 1.21426 5.11842 -4.55954
C 2.01210 6.17160 -4.04834
C 2.49191 6.12494 -2.73104
C 2.22701 5.06511 -1.91259
O 0.83456 3.25675 -1.51651
H -0.19524 1.98248 -0.80105
H 0.34504 3.16023 -4.10224
H 0.80988 5.16586 -5.56508
H 2.22304 7.01144 -4.70234
H 3.11644 6.92019 -2.34224
H 2.55602 4.99125 -0.87925
C -3.18718 -0.65014 3.23642
N -2.10670 -1.40913 2.59803
C -2.51777 -2.69887 2.02675
P -0.56178 -0.82616 2.44506
O -0.25812 -0.31209 1.05808
N -0.47277 0.51817 3.43034
C 0.43031 1.60626 3.01616
C -0.57017 0.37815 4.88556
N 0.48505 -2.05545 2.90214
C 0.10614 -3.05322 3.90484
C 1.91371 -1.62794 3.00339
H -3.41986 -1.08179 4.22112
H -4.08680 -0.71820 2.60333
H -2.91851 0.41075 3.34168
H -1.72037 -3.11925 1.39922
H -2.76332 -3.41039 2.82078
H -3.40805 -2.57033 1.39794
H 0.10937 2.03769 2.05794
H 0.38320 2.38499 3.78693
H 1.47430 1.26742 2.92156
H -1.43873 -0.22239 5.17597
H 0.34236 -0.06620 5.31442
H -0.68653 1.38674 5.30304
H -0.42790 -3.88115 3.43390
H 1.01463 -3.45485 4.35874
H -0.50506 -2.62855 4.70762
H 2.18622 -0.99047 2.14192
H 2.12045 -1.06946 3.94204
H 2.54594 -2.52889 2.98102
```


Q: Among the records above, which one has the lowest energy?
A: C23H55AsN2RuSi5


Q: What is the molecular weight in the second record?
A: 552.60 g/mol